Density functional theory data (ωB97M-V/def2-TZVPD) for a single C16H17N3O6S molecule at a distorted geometry.

Positions of all 43 atoms, in Å:
1 S 1.66 1.75 -1.47
2 O 0.68 -1.81 -0.06
3 O 2.45 2.66 -2.25
4 O 2.33 0.64 -0.84
5 O -2.13 -3.23 5.31
6 O 0.15 1.91 3.01
7 O -1.60 -1.18 5.67
8 N 0.81 2.53 -0.25
9 N 0.74 0.30 1.49
10 N -1.63 -2.18 4.98
11 C -0.45 -3.17 1.62
12 C 0.13 -0.84 2.00
13 C 1.44 2.54 1.07
14 C -0.45 -0.91 3.25
15 C -0.63 0.70 -4.62
16 C 0.12 -1.99 1.16
17 C -1.75 -0.05 -2.63
18 C -1.03 -2.11 3.68
19 C 0.71 1.56 1.99
20 C -1.03 -3.23 2.87
21 C -1.70 0.05 -4.01
22 C 0.32 1.11 -2.47
23 C 0.39 1.23 -3.84
24 C 0.80 -2.91 -0.93
25 C -0.74 0.48 -1.85
26 C 0.20 3.77 -0.68
27 H -0.47 -0.05 3.90
28 H 0.94 4.57 -0.81
29 H -2.59 -0.55 -2.16
30 H 1.38 -3.72 -0.48
31 H 1.33 -2.52 -1.80
32 H 1.23 1.74 -4.28
33 H -1.47 -4.15 3.23
34 H -0.59 0.78 -5.69
35 H -0.46 -4.05 0.99
36 H -0.18 -3.28 -1.24
37 H 2.49 2.22 0.97
38 H 1.41 3.54 1.51
39 H 1.28 0.16 0.63
40 H -2.49 -0.36 -4.61
41 H -0.55 4.07 0.05
42 H -0.28 3.58 -1.64
43 H -0.76 0.41 -0.77

Properties
- SMILES: COc1ccc([N+](=O)[O-])cc1NC(=O)CN(C)S(=O)(=O)c1ccccc1
- 2S+1: 1
- E_HOMO: -8.688 eV
- Energy above the lowest of the compared OMol25 structures with the same formula, charge and spin: 337.8 kJ/mol

These are the Löwdin partial charges, in e, on atoms 1 to 2:
1. S 0.692
2. O -0.098